{
  "formula": "C43H53ClOPRuS",
  "method": "wB97M-V/def2-TZVPD",
  "total_charge": 3,
  "mol_weight_g_mol": 785.46,
  "lumo_energy_ev": [-8.126, -12.083],
  "s2": 6.036,
  "total_energy_ev": -82696.7005,
  "multiplicity": 5,
  "orbital_gap_ev": [7.802, 4.202],
  "symbols": ["Ru", "C", "C", "C", "C", "C", "C", "C", "C", "C", "C", "C", "C", "C", "C", "C", "C", "C", "H", "H", "H", "H", "H", "H", "H", "H", "H", "H", "H", "H", "H", "H", "H", "H", "H", "H", "H", "H", "H", "H", "H", "H", "H", "H", "H", "H", "H", "Cl", "C", "C", "C", "C", "C", "C", "P", "C", "C", "C", "C", "C", "C", "C", "C", "C", "C", "C", "C", "H", "H", "H", "H", "H", "H", "H", "H", "H", "H", "H", "H", "H", "H", "C", "C", "C", "C", "C", "C", "C", "S", "C", "O", "H", "H", "H", "H", "H", "H", "H", "H", "H", "H"],
  "coordinates": [[0.44970, 0.24096, 1.13710], [1.23020, 1.35393, 2.80944], [2.41970, 0.92383, 2.21426], [2.40559, 1.46559, 0.85536], [1.23265, 2.24654, 0.75277], [0.39623, 2.16559, 1.93960], [-0.64849, 3.12944, 2.48010], [-1.80536, 2.51386, 3.28685], [-1.21730, 3.88827, 1.22628], [0.13465, 4.07753, 3.43097], [3.47841, 1.62982, -0.24412], [2.98226, 2.61693, -1.30343], [3.75476, 0.36886, -1.09682], [4.79969, 2.25369, 0.34276], [3.40010, 0.00231, 2.99726], [2.61260, -0.84849, 4.04917], [4.20669, -0.95897, 2.13191], [4.33792, 0.98708, 3.74533], [0.88192, 1.04819, 3.81381], [0.95854, 2.69368, -0.19108], [-2.62966, 2.16484, 2.70835], [-2.10579, 3.30898, 3.97479], [-1.48499, 1.73041, 4.00191], [-1.64989, 3.26314, 0.39657], [-0.32900, 4.43877, 0.80572], [-1.99109, 4.59828, 1.57315], [0.42034, 3.55755, 4.36385], [-0.45863, 4.95946, 3.70899], [1.06004, 4.45226, 2.94840], [2.10364, 2.19824, -1.81800], [3.78075, 2.80503, -2.05891], [2.63847, 3.59797, -0.89709], [2.94172, 0.16996, -1.83146], [3.87577, -0.56034, -0.59562], [4.66314, 0.56428, -1.69545], [4.66676, 2.92085, 1.18140], [5.33056, 2.77569, -0.47627], [5.46762, 1.44805, 0.66655], [1.86085, -1.43178, 3.49053], [2.04846, -0.25619, 4.83546], [3.34884, -1.52434, 4.53695], [4.93272, -1.45262, 2.85185], [4.80932, -0.42719, 1.39062], [3.64139, -1.79079, 1.67171], [3.72704, 1.78491, 4.25321], [5.04270, 1.57689, 3.22868], [4.90794, 0.38268, 4.48870], [-1.79541, -0.09209, 1.49012], [-2.12640, -1.76820, 1.15182], [-3.36738, -2.24573, 1.53479], [-3.64613, -3.55783, 1.21955], [-2.61796, -4.43117, 0.84964], [-1.37856, -3.98036, 0.47636], [-1.09767, -2.59053, 0.68319], [0.50951, -1.80049, 0.18975], [1.77022, -3.12666, 0.38369], [1.86660, -3.76273, 1.62531], [2.89205, -4.68072, 1.79391], [3.76278, -5.01814, 0.75820], [3.64020, -4.43226, -0.46327], [2.65641, -3.45186, -0.67356], [0.37699, -1.35158, -1.57236], [0.29830, -2.39488, -2.45503], [-0.13055, -2.15407, -3.79630], [-0.50872, -0.89219, -4.22219], [-0.43643, 0.16811, -3.28973], [0.04747, -0.06247, -1.98458], [-4.02524, -1.60211, 2.15591], [-4.69050, -3.88471, 1.37503], [-2.80214, -5.47793, 0.69606], [-0.54911, -4.66290, 0.19811], [1.09828, -3.60295, 2.35731], [3.16137, -5.01642, 2.79281], [4.57471, -5.77182, 0.92577], [4.27154, -4.71558, -1.30471], [2.54158, -3.00873, -1.65364], [0.46244, -3.41603, -2.09217], [-0.15833, -3.01125, -4.47802], [-0.83109, -0.62829, -5.25468], [-0.72259, 1.19815, -3.60241], [-0.00966, 0.76006, -1.24085], [-5.44882, -2.11249, -4.73473], [-5.23929, -0.80906, -4.00872], [-6.09340, -0.38149, -2.97232], [-5.88874, 0.79116, -2.24952], [-4.68152, 1.47350, -2.46859], [-3.83564, 1.10428, -3.50352], [-4.09727, -0.01093, -4.22420], [-4.27327, 2.96057, -1.58574], [-5.10736, 4.05622, -2.70361], [-2.82581, 3.30462, -1.83675], [-5.15259, -1.98990, -5.78573], [-6.50530, -2.42704, -4.73954], [-4.80905, -2.91854, -4.27711], [-6.88740, -1.04426, -2.67519], [-6.57399, 1.23478, -1.57504], [-3.00413, 1.73773, -3.70705], [-3.37138, -0.38488, -4.94187], [-4.45515, 4.34108, -3.49018], [-5.41755, 4.93433, -2.13250], [-5.99844, 3.55309, -3.04409]],
  "forces_ev_per_a": [[0.7, -0.5, 0.1], [-1.3, 0.5, 1.9], [0.7, -1.3, -0.2], [0.9, 0.5, 0.0], [-1.2, 0.8, -0.1], [1.8, 1.1, 1.0], [-0.6, 0.0, -1.2], [1.3, 0.2, 1.4], [0.8, 0.5, 0.3], [0.4, 0.2, -0.3], [0.3, 0.0, -0.3], [-0.6, 1.0, -0.4], [0.0, 0.3, -0.9], [0.2, -1.2, -0.6], [-0.5, 0.9, -0.2], [-0.1, 0.6, 0.1], [1.1, -0.7, 0.8], [-1.1, -0.3, 1.9], [0.4, 0.3, -0.7], [-0.2, 0.3, 0.3], [-0.6, -0.1, -0.4], [-0.5, -0.1, -0.3], [0.0, 0.1, -0.5], [0.4, 0.2, 1.0], [-1.2, -0.1, 0.2], [0.5, -0.2, -0.3], [-0.2, 0.2, -0.4], [0.0, -0.3, -0.1], [-0.4, -0.2, 0.2], [0.3, 0.1, -0.2], [-0.7, -0.2, 0.6], [0.6, -0.5, -0.2], [0.3, 0.4, 0.5], [0.4, -0.6, 0.9], [-0.4, -0.2, 0.3], [-0.3, 0.3, 0.1], [-0.4, -0.2, 0.5], [-0.1, 0.2, 0.1], [0.2, -0.2, 0.3], [1.0, -0.6, -0.8], [-0.7, 0.4, -0.2], [-0.7, 0.5, -0.9], [-0.2, -0.2, 0.1], [0.1, 0.6, 0.1], [0.4, -1.0, 0.0], [0.8, 0.2, -1.4], [-0.5, 0.6, -0.3], [-0.6, 0.3, 0.2], [0.7, -1.5, 0.3], [0.0, 1.0, 0.2], [-0.8, -0.6, 0.8], [-0.8, -0.2, -1.2], [1.4, 1.6, 1.1], [0.0, -0.3, -1.1], [0.0, -2.2, -0.8], [-0.1, 0.4, -1.0], [0.3, -0.3, -1.0], [0.6, 0.3, 0.8], [0.9, -1.0, 1.1], [-0.6, 0.9, -1.5], [-0.2, -0.2, 0.9], [-0.3, -0.3, 0.6], [-0.9, -0.4, -1.9], [0.4, -1.0, 0.5], [0.2, 1.2, 0.4], [0.4, 0.3, 0.2], [-1.1, 0.7, -0.5], [0.1, -0.5, -1.0], [0.9, -0.2, 0.1], [-0.4, -0.3, 0.1], [-0.8, 0.5, 0.1], [0.1, 0.2, 0.6], [-0.6, -0.4, -0.1], [-0.9, 0.8, -0.1], [0.0, 0.1, 0.3], [0.2, 0.1, 0.2], [0.0, 0.4, -0.5], [-0.1, 0.4, 0.2], [0.3, -0.7, 0.9], [0.3, -0.9, 0.4], [0.2, -0.3, -0.7], [0.1, 0.1, 0.0], [0.4, -0.1, 0.9], [-0.5, 0.3, 0.6], [1.1, -0.7, -0.8], [-0.5, 0.8, 0.2], [0.6, -0.1, 0.3], [0.2, -1.2, -1.0], [1.7, -0.3, -1.7], [-2.0, 1.1, 1.1], [-1.1, -0.8, 0.9], [0.1, -0.2, 0.3], [0.5, 0.1, 0.2], [-0.6, 0.7, -0.4], [-0.6, 0.1, -0.2], [-0.8, -0.3, 0.8], [0.7, 0.1, -0.1], [-0.2, 0.4, -0.2], [0.8, -0.1, -0.7], [0.2, 0.0, -0.1], [-0.3, 0.0, -0.3]]
}

{
  "formula": "C43H53CrN3S2",
  "method": "wB97M-V/def2-TZVPD",
  "mol_weight_g_mol": 728.05,
  "lumo_energy_ev": [0.464, -0.783],
  "e_above_lowest_ev": 0.407,
  "s2": 6.100,
  "total_energy_ev": -100014.5026,
  "multiplicity": 5,
  "orbital_gap_ev": [6.925, 6.885],
  "symbols": ["Cr", "C", "C", "C", "C", "C", "C", "C", "C", "C", "C", "C", "C", "C", "C", "C", "C", "C", "H", "H", "H", "H", "H", "H", "H", "H", "H", "H", "H", "H", "H", "H", "H", "H", "H", "H", "H", "H", "H", "H", "H", "H", "H", "H", "H", "H", "H", "S", "C", "N", "C", "C", "N", "C", "C", "C", "C", "C", "C", "C", "C", "S", "C", "C", "C", "C", "C", "C", "C", "H", "H", "H", "H", "H", "H", "H", "H", "H", "H", "H", "H", "H", "H", "H", "H", "H", "H", "C", "C", "C", "C", "C", "C", "C", "C", "N", "H", "H", "H", "H", "H", "H"],
  "coordinates": [[-0.54765, 1.08965, 0.24897], [-1.33588, 2.12473, -1.53482], [-2.39438, 2.29066, -0.57622], [-1.86196, 3.09353, 0.47589], [-0.49621, 3.35133, 0.13626], [-0.20338, 2.85787, -1.14088], [1.03563, 3.11431, -1.98466], [0.61175, 4.05231, -3.12334], [1.61392, 1.83918, -2.60320], [2.12290, 3.79429, -1.15159], [-2.54797, 3.95817, 1.57073], [-3.32833, 3.30496, 2.72677], [-1.51492, 4.86000, 2.26656], [-3.50860, 4.88696, 0.81151], [-3.79036, 1.77486, -0.95273], [-4.78037, 1.64926, 0.19711], [-3.69272, 0.37979, -1.58678], [-4.37765, 2.73792, -1.99938], [-1.43010, 1.61439, -2.47877], [0.18570, 3.91648, 0.74617], [-0.14370, 3.57844, -3.75307], [1.47025, 4.29874, -3.75328], [0.19463, 4.98302, -2.73386], [0.88082, 1.33399, -3.23689], [1.93542, 1.12881, -1.84309], [2.47517, 2.10471, -3.22197], [1.78752, 4.75400, -0.75276], [3.00224, 3.98309, -1.77064], [2.43068, 3.16035, -0.31669], [-2.67228, 2.85982, 3.47018], [-4.05167, 2.55710, 2.42411], [-3.87219, 4.10186, 3.24039], [-0.77258, 4.27293, 2.81265], [-2.03390, 5.49166, 2.98923], [-0.99204, 5.51519, 1.57042], [-4.40334, 4.37070, 0.46561], [-3.02496, 5.33311, -0.06020], [-3.82946, 5.69619, 1.47212], [-4.40604, 0.98667, 0.97696], [-5.70643, 1.21509, -0.18692], [-5.03833, 2.60883, 0.63795], [-3.26811, -0.34783, -0.89330], [-3.08893, 0.36046, -2.49381], [-4.69402, 0.03822, -1.85763], [-4.61338, 3.70993, -1.56682], [-5.29685, 2.32099, -2.41780], [-3.67632, 2.89969, -2.81990], [-0.43488, -0.71235, -1.19913], [0.93642, -1.59523, -0.57365], [1.07965, -2.91063, -0.84905], [2.19874, -3.65276, -0.28373], [3.42920, -2.77504, -0.27563], [3.12671, -1.54514, 0.43910], [4.17487, -1.03617, 1.30828], [4.40417, -1.90704, 2.52424], [5.69263, -2.10330, 3.00499], [5.91245, -2.85660, 4.15012], [4.84263, -3.42568, 4.82416], [3.55278, -3.23759, 4.34648], [3.33633, -2.48470, 3.20324], [1.94954, -0.91163, 0.19612], [1.66683, 0.66760, 0.84741], [0.33465, -3.58350, -1.91077], [1.15332, -3.65479, -3.17766], [1.61421, -4.86822, -3.66656], [2.40723, -4.91484, -4.80863], [2.74470, -3.74312, -5.46359], [2.28604, -2.52231, -4.97917], [1.49479, -2.47663, -3.84444], [2.36211, -4.53575, -0.89993], [1.95722, -3.98100, 0.73278], [3.74252, -2.55490, -1.30262], [4.24920, -3.27195, 0.24228], [3.90623, -0.02659, 1.61399], [5.10185, -0.96031, 0.73160], [6.53367, -1.66522, 2.47913], [6.92174, -3.00376, 4.51245], [5.01109, -4.01260, 5.71735], [2.71127, -3.67463, 4.86924], [2.33084, -2.33751, 2.83459], [-0.59809, -3.04525, -2.06464], [0.07941, -4.58560, -1.55948], [1.34693, -5.78712, -3.15616], [2.75761, -5.86860, -5.18142], [3.36358, -3.77690, -6.35082], [2.54199, -1.60374, -5.49165], [1.13456, -1.52597, -3.46616], [-1.16520, 0.70124, 2.23804], [-1.67041, -0.68696, 2.31140], [-3.03115, -0.94880, 2.50708], [-3.52533, -2.24276, 2.50514], [-2.65471, -3.31177, 2.31775], [-1.29045, -3.07571, 2.14661], [-0.81317, -1.78191, 2.14477], [-3.15278, -4.66274, 2.30595], [-3.54278, -5.74504, 2.29968], [-0.27602, 0.85903, 2.84897], [-1.92320, 1.40555, 2.52448], [-3.70696, -0.11857, 2.67683], [-4.58081, -2.42728, 2.65537], [-0.61520, -3.91244, 2.01147], [0.23983, -1.59118, 2.00516]],
  "forces_ev_per_a": [[-0.8, 1.2, 0.6], [-0.2, 0.6, -0.3], [0.1, -0.4, -0.1], [-0.1, 0.1, 0.3], [0.0, 0.3, 0.3], [0.4, -0.4, -0.5], [0.0, 0.1, 0.1], [0.0, 0.1, -0.1], [-0.1, -0.1, -0.1], [0.0, 0.0, 0.1], [0.1, -0.1, -0.1], [0.0, 0.0, 0.0], [0.1, -0.1, 0.0], [-0.1, 0.2, -0.1], [0.1, 0.1, 0.0], [-0.1, 0.0, 0.1], [0.0, -0.1, 0.0], [0.0, 0.0, -0.1], [0.0, 0.0, 0.0], [0.0, 0.1, 0.0], [0.0, 0.0, 0.0], [0.0, 0.0, 0.0], [0.0, 0.0, 0.0], [0.0, 0.0, 0.0], [0.0, 0.1, 0.0], [0.0, 0.0, 0.0], [0.0, 0.0, 0.0], [0.0, 0.0, 0.0], [0.0, 0.0, 0.0], [0.1, 0.0, 0.0], [0.0, 0.0, -0.1], [-0.1, 0.0, 0.0], [0.0, 0.0, 0.0], [0.0, 0.0, 0.0], [0.0, 0.0, 0.0], [0.1, 0.1, 0.0], [0.0, 0.0, 0.0], [0.0, 0.0, 0.0], [0.0, 0.0, 0.0], [0.0, 0.0, 0.0], [0.0, -0.1, 0.0], [0.0, 0.0, 0.1], [0.0, 0.0, 0.0], [0.0, 0.0, 0.0], [0.0, 0.0, 0.0], [0.0, 0.0, 0.0], [0.0, 0.0, 0.0], [0.3, -1.0, 0.2], [0.4, 0.8, 0.2], [0.0, -0.2, -0.1], [-0.1, 0.1, -0.1], [0.0, 0.0, 0.1], [0.1, -0.1, 0.1], [0.0, 0.1, -0.1], [0.0, 0.0, 0.0], [0.0, 0.0, 0.0], [0.0, 0.0, 0.0], [0.0, 0.0, 0.0], [0.0, 0.0, 0.0], [0.1, 0.0, 0.0], [-0.6, -0.3, -0.3], [0.5, -0.3, 0.0], [-0.1, 0.0, 0.1], [0.0, 0.1, 0.0], [0.0, 0.0, 0.0], [0.0, 0.0, 0.0], [0.0, 0.0, 0.0], [0.0, 0.0, 0.0], [0.0, 0.0, 0.0], [0.1, 0.0, 0.0], [0.0, 0.0, 0.0], [0.0, 0.0, 0.0], [0.0, 0.0, 0.0], [0.0, 0.0, 0.0], [0.0, 0.0, 0.0], [0.0, 0.0, 0.0], [0.0, 0.0, 0.0], [0.0, 0.0, 0.0], [0.0, 0.0, 0.0], [-0.1, 0.0, 0.0], [0.0, 0.0, 0.0], [0.0, 0.0, 0.0], [0.0, 0.0, 0.0], [0.0, 0.0, 0.0], [0.0, 0.0, 0.0], [0.0, 0.0, 0.0], [0.0, 0.0, 0.0], [0.2, -0.6, -0.3], [0.0, 0.3, 0.1], [0.0, -0.2, 0.0], [0.1, 0.2, 0.0], [-0.1, -0.3, 0.0], [0.1, 0.1, 0.0], [-0.1, -0.2, 0.2], [0.0, 0.1, 0.0], [0.0, 0.0, 0.0], [0.0, -0.1, 0.0], [-0.2, 0.1, 0.1], [0.0, 0.0, 0.0], [0.0, 0.0, 0.0], [0.0, 0.0, 0.0], [0.1, 0.0, 0.0]]
}